{"formula": "C25H28F8O25", "method": "ωB97M-V with the def2-TZVPD basis set", "multiplicity": 1, "smiles": "O=C1OC[C@@H](F)O1.O=C1OC[C@@H](F)O1.O=C1OC[C@@H](F)O1.O=C1OC[C@@H](F)O1.O=C1OC[C@@H](F)O1.O=C1OC[C@@H](F)O1.O=C1OC[C@@H](F)O1.O=C1OC[C@@H](F)O1.CO", "homo_lumo_gap_ev": 11.00, "elements": ["O", "C", "O", "C", "C", "F", "O", "H", "H", "H", "O", "C", "O", "C", "C", "F", "O", "H", "H", "H", "O", "C", "O", "C", "C", "F", "O", "H", "H", "H", "O", "C", "O", "C", "C", "F", "O", "H", "H", "H", "O", "C", "O", "C", "C", "F", "O", "H", "H", "H", "O", "C", "O", "C", "C", "F", "O", "H", "H", "H", "O", "C", "O", "C", "C", "F", "O", "H", "H", "H", "O", "C", "O", "C", "C", "F", "O", "H", "H", "H", "C", "O", "H", "H", "H", "H"], "coordinates": [[-7.0523, -8.9607, -16.8538], [-6.4544, -9.3856, -17.7625], [-5.1920, -9.8867, -17.8376], [-4.7299, -10.0497, -19.1776], [-6.0037, -10.0491, -19.9560], [-6.6205, -11.3168, -20.0414], [-6.8562, -9.3374, -19.0823], [-4.2867, -9.0970, -19.4713], [-4.0728, -10.8993, -19.3227], [-5.9736, -9.6125, -20.9687], [-16.2265, -6.4340, -20.7901], [-15.4510, -6.7691, -20.0108], [-14.9333, -6.0260, -18.9873], [-14.0976, -6.8726, -18.1110], [-13.8333, -8.0867, -18.9869], [-14.0558, -9.2603, -18.3793], [-14.8324, -7.9540, -20.0274], [-13.2239, -6.2368, -17.9578], [-14.5662, -7.2215, -17.1948], [-12.8302, -8.0909, -19.4310], [-9.9370, -0.6373, -17.6174], [-9.3639, -0.9669, -16.6519], [-8.0036, -1.1844, -16.5564], [-7.6004, -1.7171, -15.2916], [-8.8418, -1.5473, -14.4570], [-8.7689, -0.4210, -13.7065], [-9.8338, -1.3897, -15.4426], [-7.3156, -2.7639, -15.4229], [-6.7579, -1.1728, -14.8660], [-9.0942, -2.3960, -13.8115], [-12.7941, -2.8760, -13.7183], [-12.0137, -3.4468, -13.1045], [-11.0889, -2.9039, -12.2864], [-10.3234, -3.9685, -11.6217], [-10.9672, -5.2472, -12.0844], [-11.5773, -5.8998, -10.9892], [-12.0289, -4.8243, -12.9030], [-9.2820, -3.8695, -11.9116], [-10.3958, -3.8550, -10.5483], [-10.3345, -5.9741, -12.6308], [-9.5681, -7.5791, -20.7437], [-9.4867, -8.0807, -21.7792], [-9.1356, -7.4851, -22.9680], [-9.2042, -8.4108, -24.0894], [-9.3419, -9.7012, -23.4014], [-8.2215, -10.5466, -23.2763], [-9.8351, -9.3807, -22.1292], [-10.2097, -8.2369, -24.4855], [-8.5007, -8.2986, -24.9190], [-10.0584, -10.3045, -23.9593], [-3.6662, -5.7068, -11.3052], [-4.4318, -5.9084, -12.1501], [-4.9661, -7.1148, -12.4762], [-5.8596, -6.9790, -13.6444], [-5.9747, -5.4831, -13.7305], [-7.1059, -5.0460, -12.9744], [-4.8172, -4.9780, -13.0798], [-5.3875, -7.3223, -14.5605], [-6.7966, -7.4728, -13.3881], [-6.0300, -5.1072, -14.7506], [-11.4265, -8.5676, -17.0081], [-10.8893, -9.4929, -17.5251], [-9.8084, -9.4375, -18.3084], [-9.6740, -10.6860, -19.0083], [-10.4767, -11.6460, -18.1398], [-9.7321, -12.3342, -17.2717], [-11.3722, -10.7980, -17.4949], [-9.9611, -10.7654, -20.0541], [-8.6241, -10.9766, -19.0463], [-11.1152, -12.3546, -18.6775], [-9.2162, -4.8074, -14.8403], [-9.1802, -5.1856, -15.9539], [-10.0894, -4.9732, -16.8777], [-9.6735, -5.6535, -18.0988], [-8.1853, -5.7760, -17.8467], [-7.4456, -4.7071, -18.4059], [-8.0236, -5.7408, -16.4866], [-10.1501, -6.6252, -18.1990], [-10.0143, -5.0968, -18.9659], [-7.8484, -6.7348, -18.2400], [-5.3868, -5.7911, -20.7288], [-4.4041, -6.8539, -20.5682], [-5.2481, -5.1020, -19.9055], [-5.3595, -5.3266, -21.7196], [-6.3969, -6.1758, -20.6782], [-3.6958, -6.7467, -21.2125]], "forces_ev_per_angstrom": [[-0.42, 0.08, 1.02], [2.33, -0.50, -3.28], [0.32, -0.51, 1.83], [-0.47, 1.02, -0.17], [-1.61, -0.75, 0.64], [0.88, 0.51, -0.34], [-1.17, 0.75, -0.74], [0.62, -0.13, 0.05], [-0.11, -0.08, 0.31], [-0.14, -0.13, 0.63], [-2.51, 1.28, -2.18], [2.85, -0.35, 2.76], [-0.34, -0.65, 0.94], [-0.03, 0.88, -1.38], [-0.56, 0.85, -1.27], [-0.02, -0.31, 0.37], [1.28, -1.51, 0.32], [-0.01, -0.50, 0.45], [-0.33, 0.50, 0.08], [-0.27, -0.20, -0.06], [-0.60, 0.42, -0.23], [2.59, -1.87, 2.04], [0.58, 0.70, -0.95], [-0.04, -0.02, -0.46], [-0.31, -0.62, -0.66], [-0.03, 0.38, 0.27], [-1.84, 0.39, 0.42], [-0.16, 0.04, 0.03], [-0.08, 0.17, -0.24], [-0.10, 0.33, -0.25], [-2.11, 1.74, -2.39], [1.59, -2.44, 3.30], [1.05, -0.72, 0.37], [0.03, 1.12, -0.53], [-1.40, -0.60, 0.09], [0.84, 0.35, -0.83], [0.62, 0.10, -0.67], [0.06, -0.09, -0.17], [-0.22, 0.07, 0.16], [-0.36, 0.39, 0.53], [-0.12, 0.88, 2.26], [0.01, -1.38, -4.88], [1.19, 0.69, 0.24], [-1.18, 1.35, 0.77], [-0.27, -2.47, 0.07], [-0.47, 1.34, 0.06], [0.40, -0.29, 0.59], [0.17, 0.07, -0.38], [0.39, 0.18, 0.82], [-0.10, -0.25, 0.47], [1.33, 0.39, 1.90], [-0.90, -1.00, -2.31], [-0.61, -0.03, -0.63], [0.79, 0.48, 1.46], [-0.49, 0.93, 0.97], [1.22, -0.33, -0.89], [-1.36, -0.23, -0.56], [0.08, -0.54, 0.17], [0.14, 0.03, -0.34], [-0.23, 0.30, 0.26], [0.26, -0.05, 0.13], [-0.75, -0.96, -0.37], [-0.08, -0.14, -0.85], [1.18, -1.24, 0.58], [-1.30, 0.23, -1.49], [0.73, -0.29, 0.87], [0.20, 1.32, 0.86], [-0.71, 1.01, 0.03], [-0.10, 0.16, 0.44], [0.40, -0.03, -0.11], [-0.39, 0.02, 1.42], [1.11, 0.84, -0.42], [-0.60, -0.77, -0.92], [-0.31, 0.56, 0.45], [0.43, -0.30, -1.78], [-0.71, -0.98, 0.40], [-0.87, 0.03, 0.37], [0.07, -0.23, 0.53], [0.49, 0.47, 0.08], [0.62, 0.28, -0.12], [0.49, -0.47, -0.17], [-0.65, 0.10, -0.36], [-0.04, 0.43, -0.16], [0.48, 0.18, 0.26], [-0.14, -0.54, 0.32], [-0.20, 0.16, 0.11]]}

=====

{"formula": "C25H28IO10PtSSb", "method": "ωB97M-V with the def2-TZVPD basis set", "multiplicity": 1, "homo_lumo_gap_ev": [5.48, 5.49], "elements": ["Pt", "O", "C", "O", "C", "C", "C", "C", "C", "O", "C", "C", "O", "O", "H", "H", "H", "H", "H", "H", "H", "H", "C", "Sb", "C", "C", "H", "H", "H", "H", "H", "H", "H", "H", "H", "C", "C", "C", "C", "C", "C", "C", "S", "O", "O", "O", "H", "H", "H", "H", "H", "H", "H", "I", "C", "C", "C", "C", "C", "C", "C", "O", "O", "H", "H", "H", "H"], "coordinates": [[0.1418, -0.6317, 0.9574], [0.3094, 0.7984, 4.6583], [0.7442, 0.1716, 3.7193], [0.0441, -0.6849, 3.0003], [2.2565, 0.2226, 3.4334], [2.6945, -1.1112, 2.8306], [4.2079, -1.2955, 2.9556], [4.7290, -0.3317, 1.8631], [3.4223, 0.2581, 1.3327], [2.5144, -0.8588, 1.4172], [2.8187, 1.2418, 2.3646], [1.8950, 2.1687, 1.5827], [2.2863, 2.9257, 0.7433], [0.6019, 1.9852, 1.9004], [2.7106, 0.4192, 4.4028], [2.0922, -1.9594, 3.1360], [4.5559, -1.0365, 3.9544], [4.4861, -2.3274, 2.7488], [5.3927, 0.4411, 2.2478], [5.2451, -0.8708, 1.0705], [3.4570, 0.6484, 0.3198], [3.5837, 1.8891, 2.7911], [-2.0135, -0.3562, -2.3827], [-2.0583, -1.0433, -0.3749], [-2.2681, -3.1016, -0.8636], [-4.0528, -0.7074, 0.2864], [-2.8296, -0.8167, -2.9368], [-1.0511, -0.6649, -2.7874], [-2.0869, 0.7285, -2.4226], [-3.2435, -3.2475, -1.3278], [-2.1879, -3.7063, 0.0360], [-1.4799, -3.3850, -1.5587], [-4.7420, -0.9863, -0.5092], [-4.1858, 0.3372, 0.5580], [-4.2184, -1.3330, 1.1612], [-5.0776, 5.8668, -2.4039], [-4.0551, 5.0608, -1.6524], [-2.8086, 4.7916, -2.2131], [-1.8441, 4.0527, -1.5260], [-2.2794, 3.5922, -0.3292], [-3.4271, 3.8312, 0.3534], [-4.3432, 4.5909, -0.3686], [-0.6151, 2.3714, 0.8435], [-1.7361, 1.7399, 1.4779], [-0.7092, 3.8394, 0.8539], [-0.1822, 1.7953, -0.3972], [-4.6792, 6.2226, -3.3518], [-5.3984, 6.7287, -1.8179], [-5.9611, 5.2624, -2.6123], [-2.5611, 5.1701, -3.1963], [-0.8530, 3.8657, -1.9087], [-3.6090, 3.4725, 1.3540], [-5.2949, 4.8208, 0.0939], [4.2754, -7.0520, -3.6844], [3.2024, -5.6128, -2.6171], [2.2701, -6.0207, -1.6733], [1.5621, -5.0625, -0.9655], [1.7752, -3.7124, -1.2105], [2.7071, -3.3180, -2.1638], [3.4291, -4.2679, -2.8701], [1.0277, -2.6916, -0.4165], [0.4306, -3.0046, 0.6130], [1.0306, -1.4632, -0.8564], [2.0975, -7.0726, -1.4928], [0.8367, -5.3494, -0.2160], [2.8631, -2.2626, -2.3424], [4.1553, -3.9642, -3.6113]], "forces_ev_per_angstrom": [[1.38, -1.60, -1.20], [0.00, 0.00, 0.06], [-0.50, 0.03, -0.12], [-0.54, 0.88, 0.13], [-0.09, 0.25, -0.14], [0.39, -0.09, 0.25], [-0.05, -0.02, -0.10], [-0.06, -0.03, 0.00], [0.14, 0.18, -0.02], [-0.38, 0.04, 0.08], [-0.34, -0.23, 0.04], [0.65, -0.07, 0.04], [-0.07, 0.03, 0.12], [-0.94, 1.05, 0.10], [0.11, -0.01, -0.05], [-0.06, 0.02, -0.10], [0.00, -0.03, 0.01], [0.03, 0.01, -0.01], [0.01, 0.00, -0.03], [0.01, 0.01, 0.00], [-0.07, -0.08, -0.03], [0.04, -0.05, -0.01], [0.04, 0.26, 0.20], [0.55, -0.11, 0.69], [-0.01, 0.05, 0.12], [0.17, 0.20, -0.02], [0.00, -0.01, 0.01], [-0.01, 0.00, -0.02], [0.00, 0.00, -0.03], [0.01, 0.00, -0.04], [0.04, -0.01, -0.01], [0.00, -0.02, 0.01], [0.00, 0.00, 0.00], [-0.02, -0.01, 0.02], [-0.02, 0.02, 0.01], [0.04, 0.01, 0.04], [0.07, 0.08, 0.04], [-0.12, -0.41, -0.18], [-0.13, 0.15, -0.33], [1.39, 2.05, 0.97], [-0.24, 0.20, 0.19], [-0.10, -0.41, -0.15], [0.98, -3.54, 0.85], [-0.12, 0.51, 0.04], [-1.69, 0.56, -1.30], [-0.10, 0.93, -0.49], [-0.01, 0.02, 0.00], [-0.01, 0.01, -0.01], [0.00, 0.01, -0.01], [-0.02, 0.00, -0.02], [0.06, 0.10, 0.12], [0.12, 0.11, 0.06], [-0.04, -0.04, -0.04], [0.01, 0.00, 0.00], [-0.01, -0.03, -0.03], [-0.01, 0.02, -0.02], [-0.01, 0.00, 0.00], [0.15, 0.24, -0.12], [-0.02, -0.05, -0.02], [-0.02, 0.01, 0.00], [-0.16, 0.17, 0.05], [0.50, -1.64, -0.36], [-0.96, 0.26, 0.71], [0.01, 0.00, 0.01], [0.01, 0.01, 0.02], [-0.01, 0.00, -0.01], [0.01, -0.01, 0.01]]}